[1]
Density functional theory data (wB97M-V/def2-TZVPD) for a 2-piece molecular cluster, C4H10O2 overall.

```
16
Properties=species:S:1:pos:R:3
C -2.119 -0.427 -0.028
C -1.167 0.278 0.747
C 0.515 -0.545 -0.180
O -0.120 -0.818 -1.406
C 1.434 0.635 0.121
O 2.640 0.473 -0.612
H -2.919 0.134 -0.511
H -1.382 -0.695 -1.020
H -2.441 -1.393 0.369
H -1.054 1.338 0.520
H -0.935 0.015 1.774
H 0.504 -1.360 0.551
H 1.220 -1.053 -0.995
H 1.629 0.586 1.206
H 0.976 1.606 -0.102
H 3.217 1.226 -0.435
```

* total charge: 0
* calculated total energy: -308.67411 Eh
* LUMO energy: 0.64 eV
* multiplicity: 1
* relative energy (zero: lowest compared OMol25 entry of this formula, charge and spin): 588.2 kJ/mol

Charges per atom according to Löwdin partitioning, unit e:
1 C -0.142
2 C -0.094
3 C -0.371
4 O -0.166
5 C -0.253
6 O -0.069
7 H 0.084
8 H 0.075
9 H 0.086
10 H 0.084
11 H 0.084
12 H 0.141
13 H 0.209
14 H 0.127
15 H 0.114
16 H 0.089



[2]
Density functional theory data (wB97M-V/def2-TZVPD) for C27H30Br2MoN4O2SSe4Si as an isolated structure.

```
72
Properties=species:S:1:pos:R:3
Mo -0.233 0.043 0.043
Se 0.266 -1.474 1.940
Se -0.760 -0.816 3.983
Se -2.007 -2.617 6.733
Se -0.730 -3.005 4.826
C -6.860 -1.468 5.003
C -5.881 -0.869 4.029
C -4.797 -1.609 3.569
C -3.878 -1.055 2.694
C -4.043 0.263 2.291
C -5.119 1.020 2.728
C -6.036 0.445 3.593
S -2.836 0.991 1.234
O -3.427 2.169 0.641
O -1.593 1.185 1.971
N -2.496 -0.160 0.159
C -2.669 0.288 -1.154
C -3.807 0.286 -1.941
C -3.719 0.866 -3.196
C -2.512 1.404 -3.633
C -1.406 1.323 -2.806
N -1.500 0.773 -1.598
H -6.686 -2.536 5.124
H -7.890 -1.320 4.671
H -6.757 -1.003 5.985
H -4.648 -2.622 3.920
H -3.023 -1.625 2.354
H -5.224 2.043 2.392
H -6.879 1.030 3.944
H -4.726 -0.131 -1.554
H -4.591 0.903 -3.837
H -2.427 1.870 -4.605
H -0.428 1.691 -3.094
Br 3.144 -1.520 -5.146
C 2.481 -1.188 -3.371
C 1.675 -2.088 -2.803
C 1.170 -1.845 -1.400
N 1.450 -0.490 -0.959
C 2.176 0.402 -1.643
C 2.827 0.095 -2.805
C 1.950 1.751 -1.066
C 2.582 2.891 -1.472
C 1.985 4.122 -1.042
Br 2.639 5.729 -1.862
C 0.966 4.189 -0.187
C 0.502 2.939 0.523
N 0.923 1.715 -0.184
H 1.367 -2.984 -3.327
H 1.639 -2.559 -0.704
H 3.403 0.816 -3.361
H 3.388 2.870 -2.187
H 0.479 5.127 0.042
H -0.592 2.935 0.528
C 1.187 5.469 3.691
Si 0.055 4.052 3.172
C -1.466 4.818 2.371
C -0.473 3.109 4.697
C 0.985 2.916 1.985
H 0.658 6.198 4.310
H 1.579 5.990 2.813
H 2.040 5.095 4.263
H -2.057 5.331 3.135
H -2.104 4.066 1.903
H -1.198 5.557 1.611
H -0.912 3.776 5.443
H 0.371 2.589 5.156
H -1.208 2.345 4.436
H 0.884 1.892 2.364
H 2.055 3.153 2.001
C -0.342 -1.802 -1.174
H -0.767 -2.656 -0.647
H -0.872 -1.641 -2.120
```

* total charge: -2
* calculated total energy: -16926.12281 Eh
* LUMO energy: 3.81 eV
* multiplicity: 1
* relative energy (zero: lowest compared OMol25 entry of this formula, charge and spin): 28.7 kJ/mol

Charges per atom according to Löwdin partitioning, unit e:
1 Mo 1.256
2 Se 0.115
3 Se -0.070
4 Se -0.435
5 Se -0.315
6 C -0.057
7 C -0.270
8 C -0.023
9 C -0.084
10 C -0.284
11 C -0.059
12 C -0.053
13 S 0.578
14 O -0.299
15 O -0.462
16 N -0.209
17 C -0.445
18 C -0.006
19 C -0.078
20 C -0.073
21 C -0.089
22 N -0.021
23 H 0.073
24 H 0.070
25 H 0.081
26 H 0.115
27 H 0.079
28 H 0.106
29 H 0.105
30 H 0.116
31 H 0.097
32 H 0.095
33 H 0.121
34 Br 0.625
35 C -0.695
36 C -0.120
37 C -0.416
38 N -0.143
39 C -0.263
40 C -0.117
41 C -0.251
42 C -0.114
43 C -0.698
44 Br 0.642
45 C -0.119
46 C -0.384
47 N -0.102
48 H 0.090
49 H 0.118
50 H 0.073
51 H 0.081
52 H 0.085
53 H 0.094
54 C -0.194
55 Si 0.508
56 C -0.168
57 C -0.180
58 C -0.191
59 H 0.018
60 H 0.020
61 H 0.023
62 H 0.027
63 H 0.011
64 H 0.021
65 H 0.025
66 H 0.034
67 H 0.008
68 H 0.057
69 H 0.089
70 C -0.244
71 H 0.025
72 H 0.046



[3]
Density functional theory data (wB97M-V/def2-TZVPD) for C30H42BBrN12OPSc as an isolated structure.

```
89
Properties=species:S:1:pos:R:3
Sc -0.645 -0.566 0.319
C 2.530 -0.823 3.328
C 2.091 -0.409 2.082
N 0.940 -1.014 1.756
N 0.642 -1.845 2.786
C 1.570 -1.733 3.742
B -0.675 -2.677 2.742
N -0.754 -3.352 1.314
C -0.858 -4.661 1.065
C -0.782 -4.867 -0.306
C -0.629 -3.602 -0.842
N -0.622 -2.681 0.136
N -1.837 -1.647 2.900
C -2.788 -1.532 3.833
C -3.501 -0.364 3.608
C -2.915 0.198 2.493
N -1.899 -0.570 2.055
N -0.689 -3.758 3.766
C 0.320 -4.625 4.098
C -0.239 -5.696 4.730
C -1.626 -5.427 4.722
N -1.898 -4.290 4.116
H 3.416 -0.524 3.859
H 2.546 0.289 1.400
H 1.494 -2.291 4.660
H -0.979 -5.370 1.869
H -0.821 -5.807 -0.829
H -0.531 -3.308 -1.876
H -2.906 -2.301 4.577
H -4.328 0.015 4.183
H -3.169 1.115 1.987
H 1.351 -4.426 3.857
H 0.268 -6.545 5.156
H -2.426 -6.021 5.133
C -5.454 -2.888 -1.967
C -4.678 -1.637 -1.677
C -5.217 -0.366 -1.852
C -4.470 0.764 -1.540
C -3.197 0.554 -1.075
Br -2.111 2.037 -0.548
N -2.626 -0.635 -0.906
C -3.376 -1.711 -1.199
H -6.392 -2.662 -2.467
H -5.684 -3.418 -1.041
H -4.883 -3.566 -2.601
H -6.228 -0.251 -2.222
H -4.871 1.761 -1.646
H -2.913 -2.674 -1.032
O 0.798 0.575 -0.696
P 1.354 1.882 -1.192
N 0.978 2.192 -2.730
C 0.552 1.102 -3.657
C -0.043 1.867 -4.833
C 0.841 3.106 -4.914
C 1.035 3.497 -3.451
N 3.057 1.571 -1.321
C 3.621 0.275 -1.691
C 5.014 0.605 -2.221
C 5.402 1.834 -1.400
C 4.087 2.609 -1.313
N 1.146 3.118 -0.195
C 1.228 4.587 -0.496
C 1.431 5.214 0.878
C 0.644 4.290 1.798
C 1.016 2.906 1.285
H -0.153 0.437 -3.162
H 1.420 0.519 -3.979
H -1.076 2.145 -4.616
H -0.032 1.274 -5.745
H 0.398 3.917 -5.486
H 1.801 2.859 -5.370
H 0.225 4.136 -3.100
H 1.984 4.004 -3.278
H 2.954 -0.251 -2.376
H 3.667 -0.330 -0.774
H 4.961 0.850 -3.284
H 5.702 -0.228 -2.100
H 6.189 2.427 -1.858
H 5.733 1.547 -0.400
H 3.944 3.236 -2.206
H 3.965 3.253 -0.440
H 0.289 4.916 -0.939
H 2.042 4.811 -1.182
H 1.086 6.246 0.901
H 2.489 5.206 1.149
H -0.428 4.461 1.686
H 0.900 4.409 2.848
H 0.259 2.153 1.506
H 1.967 2.579 1.710
```

* total charge: +3
* <S²>: 0.76
* calculated total energy: -5601.06582 Eh
* LUMO energy (spin up / spin down): -7.88 / -11.25 eV
* multiplicity: 2

Charges per atom according to Löwdin partitioning, unit e:
1 Sc 1.033
2 C 0.001
3 C -0.125
4 N -0.049
5 N 0.036
6 C -0.012
7 B -0.630
8 N 0.047
9 C 0.005
10 C 0.005
11 C -0.120
12 N -0.080
13 N 0.042
14 C -0.004
15 C 0.003
16 C -0.117
17 N -0.065
18 N -0.031
19 C -0.085
20 C -0.029
21 C -0.113
22 N 0.070
23 H 0.119
24 H 0.088
25 H 0.141
26 H 0.137
27 H 0.122
28 H 0.128
29 H 0.126
30 H 0.121
31 H 0.087
32 H 0.124
33 H 0.112
34 H 0.120
35 C -0.010
36 C -0.205
37 C 0.044
38 C -0.049
39 C -0.682
40 Br 0.910
41 N -0.054
42 C -0.042
43 H 0.094
44 H 0.104
45 H 0.098
46 H 0.143
47 H 0.126
48 H 0.114
49 O -0.367
50 P 0.554
51 N -0.133
52 C -0.148
53 C -0.138
54 C -0.135
55 C -0.144
56 N -0.026
57 C -0.130
58 C -0.123
59 C -0.123
60 C -0.126
61 N -0.174
62 C -0.154
63 C -0.138
64 C -0.139
65 C -0.169
66 H 0.108
67 H 0.125
68 H 0.125
69 H 0.132
70 H 0.133
71 H 0.128
72 H 0.123
73 H 0.110
74 H 0.129
75 H 0.148
76 H 0.130
77 H 0.135
78 H 0.135
79 H 0.131
80 H 0.145
81 H 0.134
82 H 0.121
83 H 0.106
84 H 0.134
85 H 0.125
86 H 0.125
87 H 0.134
88 H 0.085
89 H 0.119



[4]
Density functional theory data (wB97M-V/def2-TZVPD) for one molecule with the formula C4H6ClF.

```
12
Properties=species:S:1:pos:R:3
F -2.443 -0.246 -0.699
C -1.361 0.078 0.281
C -0.623 1.119 0.032
C 0.045 -0.198 -0.380
C 1.238 -0.922 0.191
Cl 2.635 0.300 -0.397
H -1.325 -0.158 1.308
H -0.231 1.729 0.970
H -0.807 1.835 -0.740
H 0.047 -0.547 -1.473
H 1.552 -1.870 -0.243
H 1.273 -1.120 1.149
```

* SMILES: F[C@@H]1C[C@H]1CCl
* total charge: 0
* calculated total energy: -715.94476 Eh
* LUMO energy: 0.84 eV
* multiplicity: 1
* relative energy (zero: lowest compared OMol25 entry of this formula, charge and spin): 279.1 kJ/mol

Charges per atom according to Löwdin partitioning, unit e:
1 F -0.054
2 C -0.235
3 C -0.150
4 C -0.276
5 C -0.378
6 Cl 0.412
7 H 0.142
8 H 0.174
9 H 0.121
10 H 0.158
11 H 0.075
12 H 0.011



[5]
Density functional theory data (wB97M-V/def2-TZVPD) for C23H23AsN3O9S4W as an isolated structure.

```
64
Properties=species:S:1:pos:R:3
W 0.243 -0.285 -0.313
O 1.149 -3.230 2.769
As 0.858 0.820 2.210
O 1.634 -0.291 0.900
O -0.395 1.044 0.988
C 0.031 -3.644 3.415
C -0.023 -4.794 4.184
C -1.208 -5.155 4.807
C -2.362 -4.386 4.678
C -2.328 -3.234 3.925
C -1.132 -2.870 3.292
S -1.130 -1.392 2.431
O -2.378 -0.722 2.483
O 0.006 -0.543 3.090
O -0.641 -1.651 1.024
H 1.907 -3.753 3.061
H 0.863 -5.406 4.298
H -1.230 -6.055 5.407
H -3.276 -4.682 5.173
H -3.202 -2.607 3.823
N 7.338 1.899 -2.413
C 6.024 1.699 -2.414
C 5.387 1.083 -1.297
C 4.041 0.889 -1.288
C 3.269 1.296 -2.400
C 3.886 1.902 -3.521
C 5.234 2.096 -3.524
S 1.609 1.106 -2.447
O 1.000 1.639 -3.604
O 0.918 1.499 -1.119
N 1.106 -0.448 -2.156
C 1.565 -1.741 -2.020
S 2.709 -2.774 -2.689
C 2.229 -3.974 -1.520
C 1.260 -3.526 -0.697
N 0.871 -2.237 -1.007
H 7.912 1.635 -1.629
H 7.801 2.342 -3.190
H 5.986 0.782 -0.447
H 3.574 0.435 -0.422
H 3.287 2.216 -4.365
H 5.709 2.565 -4.375
H 2.684 -4.951 -1.543
H 0.779 -4.061 0.105
C -4.299 5.697 0.435
C -3.934 4.277 0.147
C -4.109 3.281 1.108
C -3.807 1.963 0.828
C -3.336 1.639 -0.449
C -3.134 2.619 -1.429
C -3.429 3.924 -1.118
S -3.087 -0.041 -0.714
C -3.707 -0.367 -2.350
O -1.490 -0.211 -1.050
H -4.389 5.882 1.503
H -5.263 5.925 -0.027
H -3.570 6.386 0.012
H -4.494 3.544 2.085
H -3.944 1.191 1.574
H -2.753 2.371 -2.411
H -3.283 4.696 -1.862
H -3.264 0.313 -3.073
H -4.786 -0.221 -2.288
H -3.484 -1.406 -2.586
```

* total charge: +3
* calculated total energy: -5626.43303 Eh
* LUMO energy: -10.31 eV
* multiplicity: 1
* relative energy (zero: lowest compared OMol25 entry of this formula, charge and spin): 0.0 kJ/mol

Charges per atom according to Löwdin partitioning, unit e:
1 W 1.861
2 O 0.062
3 As 1.405
4 O -0.580
5 O -0.629
6 C -0.284
7 C 0.022
8 C 0.000
9 C -0.027
10 C -0.017
11 C -0.225
12 S 0.700
13 O -0.220
14 O -0.463
15 O -0.443
16 H 0.138
17 H 0.137
18 H 0.134
19 H 0.129
20 H 0.127
21 N 0.197
22 C -0.259
23 C 0.011
24 C -0.051
25 C -0.340
26 C -0.022
27 C 0.018
28 S 0.761
29 O -0.188
30 O -0.410
31 N -0.229
32 C -0.696
33 S 1.213
34 C -0.291
35 C -0.142
36 N -0.106
37 H 0.134
38 H 0.137
39 H 0.130
40 H 0.098
41 H 0.131
42 H 0.136
43 H 0.099
44 H 0.129
45 C -0.013
46 C -0.211
47 C 0.007
48 C -0.055
49 C -0.437
50 C -0.038
51 C 0.007
52 S 1.178
53 C -0.174
54 O -0.602
55 H 0.092
56 H 0.111
57 H 0.098
58 H 0.134
59 H 0.110
60 H 0.121
61 H 0.136
62 H 0.074
63 H 0.096
64 H 0.080



[6]
Density functional theory data (wB97M-V/def2-TZVPD) for one molecule with the formula C19H23N5O3S2.

```
52
Properties=species:S:1:pos:R:3
O 3.097 2.089 -1.451
C 2.268 1.764 -0.639
N 0.930 1.948 -0.947
C -0.181 1.779 -0.178
N -0.231 1.365 1.039
N -1.451 1.304 1.544
C -2.387 1.670 0.745
S -4.039 1.745 1.226
C -4.895 1.988 -0.370
C -4.905 0.708 -1.198
N -5.373 -0.411 -0.409
C -6.819 -0.470 -0.288
C -7.187 -1.576 0.701
O -6.688 -2.823 0.285
C -5.288 -2.767 0.146
C -4.871 -1.696 -0.862
S -1.773 2.159 -0.856
C 2.565 1.143 0.707
C 2.224 -0.350 0.685
C 3.532 -1.032 0.305
O 3.629 -2.179 -0.064
N 4.539 -0.135 0.484
C 5.904 -0.361 0.253
C 6.332 -1.398 -0.574
C 7.681 -1.598 -0.796
C 8.625 -0.772 -0.209
C 8.204 0.259 0.612
C 6.857 0.467 0.845
C 4.072 1.146 0.981
H 0.778 2.327 -1.876
H -5.902 2.288 -0.085
H -4.416 2.807 -0.906
H -5.517 0.880 -2.101
H -3.886 0.489 -1.526
H -7.194 0.484 0.087
H -7.293 -0.680 -1.264
H -8.271 -1.685 0.772
H -6.777 -1.319 1.690
H -4.972 -3.756 -0.190
H -4.824 -2.541 1.117
H -3.781 -1.657 -0.915
H -5.269 -1.959 -1.858
H 1.996 1.673 1.472
H 1.440 -0.619 -0.020
H 1.916 -0.697 1.672
H 5.607 -2.048 -1.033
H 7.996 -2.406 -1.439
H 9.677 -0.931 -0.388
H 8.928 0.911 1.078
H 6.557 1.273 1.496
H 4.570 1.957 0.444
H 4.266 1.240 2.056
```

* SMILES: O=C(Nc1nnc(SCCN2CCOCC2)s1)[C@H]1CC(=O)N(c2ccccc2)C1
* total charge: 0
* calculated total energy: -2033.69189 Eh
* LUMO energy: 0.10 eV
* multiplicity: 1
* relative energy (zero: lowest compared OMol25 entry of this formula, charge and spin): 6.5 kJ/mol

Charges per atom according to Löwdin partitioning, unit e:
1 O 0.114
2 C -0.412
3 N 0.108
4 C -0.604
5 N -0.001
6 N -0.059
7 C -0.916
8 S 0.939
9 C -0.450
10 C -0.281
11 N -0.207
12 C -0.164
13 C -0.194
14 O -0.129
15 C -0.193
16 C -0.162
17 S 1.047
18 C -0.196
19 C -0.029
20 C -0.421
21 O 0.081
22 N 0.026
23 C -0.176
24 C -0.005
25 C -0.079
26 C -0.100
27 C -0.089
28 C -0.027
29 C -0.095
30 H 0.148
31 H 0.068
32 H 0.057
33 H 0.131
34 H 0.083
35 H 0.118
36 H 0.132
37 H 0.126
38 H 0.129
39 H 0.127
40 H 0.130
41 H 0.126
42 H 0.132
43 H 0.134
44 H 0.125
45 H 0.137
46 H 0.102
47 H 0.104
48 H 0.098
49 H 0.102
50 H 0.101
51 H 0.131
52 H 0.135



Question: Which of these has the lowest total charge?
Answer: C27H30Br2MoN4O2SSe4Si



Question: Number 6 is which compound?
Answer: C19H23N5O3S2



Question: What is the formula in the fifth record?
Answer: C23H23AsN3O9S4W